1.
C32H40ClMgN5O3P | ωB97M-V/def2-TZVPD

The total energy is -74685.105 eV. Its HOMO-LUMO gap is 0.2595 hartree. The spin multiplicity is 1. Its net charge is +1. As for the LUMO energy: -3.0 eV.

Structure (XYZ):
```
83
Properties=species:S:1:pos:R:3:forces:R:3
Cl 0.880 -1.209 6.215 -0.0015 -0.0058 -0.0022
P -1.738 1.590 -2.161 -0.0671 0.0235 0.0260
Mg -0.842 -1.226 -0.624 -0.1060 0.0552 -0.0105
O 0.807 -0.137 0.035 0.0077 0.0073 0.0108
O -1.690 0.153 -1.729 -0.0146 -0.0670 0.0016
O -1.854 -1.032 1.042 0.0710 0.0009 -0.0118
N -0.074 -3.015 0.225 0.0495 -0.0141 0.0001
N -0.261 -2.392 -2.344 0.0713 -0.0604 -0.0385
N -2.144 1.652 -3.752 -0.0164 -0.0147 0.0014
N -2.839 2.388 -1.247 0.0150 -0.0085 0.0197
N -0.293 2.362 -2.067 0.0555 0.0106 -0.0163
C 0.043 -2.844 -4.674 0.0198 -0.0309 -0.0147
C 3.457 0.282 3.407 0.0000 0.0024 0.0053
C 3.220 -0.874 1.224 0.0019 0.0196 -0.0128
C 1.183 1.849 3.035 -0.0119 -0.0068 0.0000
C 0.416 -3.973 -0.679 -0.0117 0.0014 -0.0017
C 1.372 -6.082 -1.377 0.0037 0.0009 -0.0167
C 1.567 0.899 2.057 0.0013 0.0016 0.0068
C 0.424 -2.099 3.705 0.0131 -0.0198 -0.0119
C 3.073 1.183 4.395 0.0146 -0.0059 -0.0089
C -3.097 2.034 0.145 -0.0051 -0.0064 -0.0080
C -0.022 2.741 2.876 0.0047 -0.0033 -0.0040
C -1.082 -0.419 4.506 0.0155 -0.0095 0.0056
C -1.735 -0.405 3.302 -0.0023 0.0012 -0.0181
C 0.265 -3.019 1.469 -0.0201 -0.0039 -0.0438
C 1.298 -5.732 -2.694 0.0049 -0.0215 0.0131
C -1.774 2.724 -4.664 0.0005 0.0222 0.0073
C 0.851 1.837 -2.804 -0.0003 -0.0029 0.0097
C -3.408 3.659 -1.667 0.0151 0.0062 -0.0209
C 0.303 -3.603 -2.053 -0.0143 0.0089 0.0456
C -0.221 -2.094 2.451 0.0057 0.0191 -0.0049
C 0.026 3.427 -1.133 0.0013 0.0031 -0.0130
C 0.920 -5.209 -0.365 -0.0123 0.0355 -0.0188
C 3.846 1.298 5.674 -0.0022 -0.0001 0.0063
C 0.660 0.673 0.959 0.0054 0.0141 -0.0124
C 2.734 0.121 2.238 -0.0006 -0.0105 0.0062
C 0.748 -4.480 -3.060 -0.0057 0.0326 0.0116
C -1.298 -1.186 2.199 -0.0406 -0.0092 0.0500
C 1.942 1.968 4.183 -0.0010 0.0124 -0.0091
C 0.030 -1.252 4.701 -0.0338 0.0232 -0.0032
C 0.607 -4.057 -4.400 -0.0139 0.0173 -0.0024
C -3.259 0.833 -4.218 0.0025 -0.0056 -0.0047
C -0.385 -2.040 -3.604 -0.0168 0.0198 0.0269
H 3.939 2.338 5.985 -0.0016 -0.0007 -0.0008
H -2.598 0.231 3.148 0.0005 0.0001 0.0015
H 1.575 1.377 -2.126 0.0029 0.0068 0.0165
H 4.842 0.869 5.580 0.0007 0.0004 -0.0010
H 3.320 0.762 6.467 0.0043 0.0020 0.0009
H -2.995 4.497 -1.097 0.0057 -0.0043 0.0031
H 1.257 -2.772 3.869 -0.0023 -0.0013 0.0006
H 0.817 3.115 -0.442 -0.0030 -0.0101 -0.0079
H -1.001 3.350 -4.224 -0.0035 -0.0022 -0.0031
H 2.491 -1.670 1.068 -0.0038 0.0001 0.0061
H -1.416 0.215 5.317 0.0027 -0.0053 0.0048
H -4.173 2.056 0.327 0.0008 0.0016 0.0030
H 0.943 -4.707 -5.199 0.0019 -0.0015 0.0017
H 1.345 2.641 -3.356 0.0050 -0.0036 -0.0035
H 0.992 -3.751 1.832 -0.0072 -0.0108 0.0155
H -0.079 3.437 3.711 -0.0004 -0.0007 0.0007
H -2.625 2.751 0.828 -0.0011 -0.0001 0.0026
H 4.349 -0.315 3.558 0.0013 0.0001 0.0020
H 1.650 2.687 4.940 0.0005 0.0018 -0.0011
H -3.215 3.837 -2.723 -0.0016 0.0042 -0.0010
H -4.169 1.431 -4.331 0.0022 0.0035 0.0026
H -0.272 1.256 0.983 0.0022 -0.0123 0.0031
H -3.016 0.397 -5.189 0.0035 0.0015 0.0011
H 0.384 4.311 -1.668 -0.0052 0.0056 0.0027
H 0.524 1.083 -3.518 0.0008 0.0068 -0.0013
H 1.770 -7.047 -1.095 0.0019 -0.0001 -0.0043
H -0.949 2.165 2.860 0.0050 0.0002 0.0021
H -0.851 -1.077 -3.782 -0.0034 -0.0064 -0.0022
H 4.159 -1.314 1.556 0.0018 -0.0013 -0.0001
H -4.489 3.646 -1.515 -0.0005 -0.0019 0.0011
H -1.394 2.305 -5.598 -0.0001 -0.0064 -0.0012
H 3.373 -0.408 0.251 0.0022 -0.0087 0.0005
H -2.636 3.354 -4.905 -0.0004 -0.0030 -0.0016
H -0.851 3.705 -0.554 -0.0067 0.0025 0.0020
H -0.085 -2.497 -5.689 0.0004 0.0042 0.0014
H -2.736 1.031 0.364 0.0029 0.0117 -0.0039
H 0.955 -5.538 0.665 0.0028 -0.0074 0.0042
H 0.026 3.330 1.958 0.0015 0.0018 0.0057
H -3.454 0.027 -3.514 0.0037 0.0018 0.0007
H 1.639 -6.405 -3.469 0.0017 -0.0007 0.0018
```
Forces are in eV/Å.

=====

2.
C32H40FNO5Pb | ωB97M-V/def2-TZVPD

The total energy is -53527.958 eV. Its HOMO-LUMO gap is 0.2878 hartree. The spin multiplicity is 1. Its net charge is 0. As for the LUMO energy: 0.4 eV.

Structure (XYZ):
```
80
Properties=species:S:1:pos:R:3:forces:R:3
Pb -0.313 -0.716 -0.244 0.2854 -0.0315 -0.3534
F 0.519 -0.900 2.306 -0.0714 0.2333 -0.0518
O -0.728 2.342 -3.563 0.0738 0.2387 -0.3368
O 0.136 -1.118 -3.290 -0.0989 0.1189 0.0825
O -1.142 0.873 -1.962 0.1528 -0.1351 -0.0065
O 3.332 0.075 -2.633 0.4838 0.0768 -0.1773
O 1.779 -0.189 -1.079 -0.8372 0.1184 1.0205
N -0.782 1.163 1.004 -0.1213 -0.4171 -0.5264
C 1.849 4.071 1.032 -0.1272 -0.2350 -0.0115
C 0.251 0.271 2.994 -0.0260 0.2275 0.1481
C 2.296 -0.405 -2.225 -0.2654 -0.4098 -0.9208
C -0.650 2.459 3.066 0.0139 -0.1011 -0.1401
C -3.710 1.669 0.464 0.1117 -0.2408 0.1204
C -0.628 4.334 -0.887 0.0559 0.1260 -0.0298
C -0.232 3.243 -0.125 -0.1230 -0.2232 0.1127
C -0.149 0.066 -3.991 -0.0004 -0.0417 -0.1035
C 1.978 2.960 -1.226 -0.0389 -0.1057 0.1949
C -0.394 1.305 2.300 0.0940 -0.0742 0.4760
C -0.455 -3.631 1.183 -0.0350 -0.3405 -0.0248
C 0.377 1.506 5.021 -0.0288 0.0789 0.0748
C 0.924 -3.549 1.056 -0.0240 -0.0922 -0.1046
C 3.706 -4.758 -1.128 -0.1099 0.2298 0.0444
C 0.636 0.345 4.310 0.0217 -0.0841 -0.1055
C -2.752 -4.029 0.243 0.1140 0.0232 -0.0158
C -2.903 3.637 -0.771 -0.0848 -0.0262 -0.0175
C 3.049 -3.619 -0.342 0.2541 -0.0532 0.0338
C -1.953 4.525 -1.235 -0.0020 0.1485 -0.0590
C 1.242 3.008 0.114 0.1323 0.0756 -0.0987
C 1.562 -3.829 -0.151 -0.0758 0.1051 0.0747
C 3.801 -3.404 0.971 -0.1123 0.1068 -0.2740
C 0.754 -4.261 -1.201 0.0335 -0.0285 -0.0309
C -0.695 1.131 -3.063 -0.1334 -0.1385 0.1322
C -3.668 0.312 -0.239 -0.0662 0.1123 -0.0203
C -0.620 -4.353 -1.074 -0.1092 0.0588 0.0063
C 1.530 -1.389 -3.166 0.4075 0.1928 0.1395
C -2.560 2.553 0.027 -0.1748 0.1861 0.0472
C -1.257 -4.013 0.114 0.0384 -0.0879 0.1697
C -1.206 2.332 0.330 0.0464 0.3214 -0.1374
C -3.800 1.483 1.977 -0.0603 0.0741 -0.1536
C -0.273 2.553 4.386 0.1112 -0.0496 0.2582
H 1.132 -0.498 4.770 0.0318 -0.0621 -0.0336
H 4.854 -3.233 0.760 0.0696 0.0079 0.0165
H 3.334 -4.813 -2.147 -0.0205 -0.0887 -0.1212
H -0.952 -0.151 -4.710 0.1173 0.1220 0.0241
H -3.388 0.428 -1.283 -0.0865 -0.0786 -0.0868
H 2.013 -1.384 -4.153 -0.0938 0.0125 0.2327
H 0.107 5.053 -1.219 0.1461 0.0132 -0.0604
H -4.627 2.181 0.143 0.1429 -0.0707 -0.0068
H 1.494 -3.261 1.920 0.1382 0.0927 0.1308
H -3.199 -4.724 -0.463 -0.0851 -0.0499 -0.0333
H -2.249 5.372 -1.838 0.0092 0.0749 -0.0300
H 1.196 -4.552 -2.142 0.0808 0.0214 -0.0862
H -2.928 0.955 2.351 0.0418 -0.0629 0.0950
H 3.528 -5.712 -0.638 -0.0280 -0.1496 0.0505
H 0.674 1.588 6.053 0.0424 -0.0196 0.1376
H 3.424 -2.532 1.499 0.0334 0.0644 0.1298
H -4.638 -0.180 -0.184 -0.0564 -0.1223 0.0505
H -0.905 -3.422 2.144 -0.0818 0.1032 0.0704
H 3.717 -4.280 1.612 -0.0141 -0.0750 0.1271
H -1.167 3.285 2.602 -0.0261 0.0521 -0.0939
H -2.928 -0.326 0.246 -0.1175 -0.0959 0.0373
H 1.733 5.064 0.606 -0.0111 0.1827 -0.0670
H -3.861 2.447 2.478 -0.0119 0.0650 0.1149
H -4.690 0.907 2.226 -0.0628 -0.0337 0.0559
H 1.370 2.032 0.587 -0.0187 0.1206 -0.0438
H -1.072 2.985 -2.901 0.0269 -0.2298 0.0552
H -3.047 -4.307 1.252 -0.0887 -0.0233 0.0444
H -1.205 -4.697 -1.917 -0.0711 0.0091 -0.0535
H 2.910 3.881 1.168 0.1622 -0.0038 0.0202
H -3.154 -3.035 0.039 -0.1123 0.0408 -0.0085
H 4.780 -4.594 -1.177 0.1048 -0.0004 -0.0489
H 1.371 4.052 2.008 -0.0277 0.0630 0.1096
H 1.999 3.933 -1.708 0.0153 0.1958 -0.0688
H 3.160 -2.696 -0.928 0.0223 -0.0615 0.0357
H -0.495 3.458 4.935 -0.0029 0.0605 0.0281
H 0.716 0.446 -4.545 -0.0736 0.0218 0.0776
H -3.942 3.790 -1.033 -0.0448 -0.0062 0.0290
H 1.590 -2.387 -2.728 0.0209 0.0695 -0.1115
H 2.998 2.617 -1.083 0.1476 -0.0554 -0.0531
H 1.491 2.256 -1.896 0.0777 -0.0406 -0.1015
```
Forces are in eV/Å.

=====

3.
C32H40Ge2N2OS2W | ωB97M-V/def2-TZVPD

The total energy is -175372.574 eV. Its HOMO-LUMO gap is 0.2164 hartree. The spin multiplicity is 1. Its net charge is +2. As for the LUMO energy: -7.7 eV.

Structure (XYZ):
```
80
Properties=species:S:1:pos:R:3:forces:R:3
W -0.117 0.860 0.727 -0.2884 0.0074 -0.2147
Ge 2.516 -0.193 -0.142 -0.1142 0.1364 -0.0715
Ge 0.245 0.100 -2.074 0.1543 0.2765 -0.2092
S -4.145 -0.043 0.420 -0.3021 0.0131 -0.1969
S -1.501 -1.109 1.017 -0.1884 0.3489 0.1134
O 0.365 0.600 2.535 -0.1548 0.2598 0.5811
N 0.217 2.644 1.070 0.0517 0.0066 -0.0233
N -1.858 1.399 0.224 -0.0292 -0.1359 -0.5481
C 1.961 -1.785 0.857 -0.0285 -0.1329 0.0846
C -5.534 0.364 -3.951 -0.0054 0.0011 -0.0125
C 6.238 -0.447 -3.973 -0.0237 0.0027 0.0128
C 3.037 -0.409 -1.991 -0.0182 -0.0273 0.0205
C -2.505 0.278 0.473 0.2305 -0.6411 0.1507
C -4.686 1.218 -4.644 0.0305 0.0461 0.0061
C -0.489 1.301 3.369 0.1755 0.0377 0.1467
C 1.983 -0.332 -2.809 -0.0103 -0.0403 0.1126
C -0.069 3.383 2.098 0.0283 -0.0242 -0.0029
C -2.121 2.685 5.162 0.0424 -0.0411 -0.0425
C 3.136 -2.737 1.137 0.0589 0.0714 -0.0626
C -3.921 2.149 -3.954 -0.0216 -0.0715 -0.0529
C 4.783 1.097 1.082 -0.0133 -0.0858 -0.0797
C -1.065 0.628 4.435 0.0573 -0.0949 0.0447
C -1.083 -1.293 -2.396 -0.0951 -0.0050 0.0776
C -0.721 2.697 3.200 0.2501 -0.1734 -0.3144
C -3.988 2.209 -2.569 -0.0413 0.0210 0.0879
C 3.271 1.305 0.871 0.1477 0.0252 0.0955
C 0.275 4.829 2.140 0.0095 0.0139 0.0417
C 4.440 -0.619 -2.371 0.2758 -0.0441 -0.0987
C 4.919 -0.221 -3.622 -0.1633 0.0193 0.0681
C 7.099 -1.070 -3.079 0.0572 -0.0140 -0.0097
C 6.643 -1.461 -1.829 0.0320 -0.0024 -0.0211
C -1.886 1.314 5.311 0.0207 0.0575 -0.0209
C -4.892 1.425 -0.372 -0.0230 0.0694 0.0848
C -1.066 -1.656 -3.886 0.0375 0.0501 0.0156
C -1.523 3.372 4.130 0.0302 -0.0615 0.1236
C -0.244 1.924 -2.605 -0.0715 0.2308 -0.0352
C -4.832 1.351 -1.872 0.0858 -0.0239 0.0380
C 5.324 -1.228 -1.480 -0.1761 0.0081 0.1196
C -5.611 0.433 -2.569 0.0159 -0.0038 0.0080
C 0.004 2.164 -4.099 0.0459 -0.1592 -0.0040
H -1.691 4.434 4.007 -0.0237 0.0023 0.0124
H 8.130 -1.245 -3.356 -0.0003 0.0012 -0.0016
H 4.999 0.163 1.604 0.0059 0.0078 0.0115
H -2.767 3.198 5.859 0.0047 0.0208 -0.0007
H -1.794 -2.442 -4.081 -0.0100 -0.0019 0.0025
H -2.347 0.779 6.130 -0.0026 -0.0063 0.0037
H 1.062 5.054 1.424 -0.0073 -0.0072 -0.0157
H 3.924 -2.255 1.718 0.0050 -0.0058 0.0199
H -3.415 2.948 -2.021 0.0087 -0.0048 -0.0335
H 4.964 -1.543 -0.502 0.1021 0.0062 -0.0588
H -0.579 1.484 -4.721 -0.0297 0.0219 -0.0105
H 5.181 1.908 1.690 -0.0250 0.0204 -0.0008
H 2.766 1.373 1.835 -0.0236 0.0375 -0.0268
H 1.202 -2.294 0.259 0.0002 0.0049 0.0202
H -6.292 -0.221 -2.036 0.0095 -0.0136 0.0062
H 3.086 2.222 0.312 -0.0378 -0.0054 0.0265
H -4.400 2.315 0.017 -0.0029 -0.0438 0.0329
H 2.782 -3.592 1.711 -0.0131 0.0023 0.0074
H 0.342 2.629 -2.012 -0.0445 0.0050 0.0124
H -1.327 -0.805 -4.516 -0.0147 0.0008 -0.0052
H -2.060 -0.905 -2.098 0.0013 -0.0231 0.0070
H 4.252 0.287 -4.307 0.0356 0.0064 -0.0526
H 0.571 5.135 3.141 0.0042 0.0227 -0.0132
H 6.602 -0.130 -4.940 -0.0145 0.0073 -0.0092
H -0.091 -2.029 -4.202 0.0057 -0.0130 -0.0036
H -3.290 2.840 -4.497 0.0228 0.0091 -0.0049
H -4.640 1.173 -5.724 -0.0028 0.0085 0.0006
H -0.285 3.182 -4.362 -0.0010 0.0055 -0.0034
H -0.610 5.406 1.855 -0.0045 -0.0037 0.0097
H 7.316 -1.945 -1.135 -0.0166 -0.0032 0.0244
H 2.100 -0.468 -3.882 -0.0069 0.0121 -0.0393
H -0.866 -2.163 -1.777 0.0007 -0.0005 0.0062
H -0.857 -0.426 4.560 -0.0220 0.0048 0.0144
H 1.505 -1.475 1.800 -0.0029 -0.0429 -0.0251
H 5.321 1.086 0.136 0.0075 0.0076 0.0165
H -5.914 1.394 0.007 -0.0134 0.0682 -0.0432
H -6.151 -0.342 -4.490 0.0068 -0.0090 -0.0017
H 1.054 2.040 -4.367 0.0156 0.0213 0.0217
H 3.573 -3.115 0.213 -0.0226 -0.0209 0.0135
H -1.296 2.073 -2.361 0.0371 -0.0199 0.0675
```
Forces are in eV/Å.

=====

Question: What is the HOMO-LUMO gap in the third record?
Answer: 0.2164 hartree